Entry from the Open Molecules 2025 dataset: a molecular structure, C37H61BInN10O6P (wB97M-V/def2-TZVPD).

The calculation puts the total energy at -81692.6610 eV. Its highest occupied orbital energy is -8.25 eV.

Geometry as ORCA input:
```
! RIJCOSX wB97M-V def2-TZVPD def2/J DEFGRID3
* xyz 0 1
In -0.57111 0.05226 1.10698
P -1.81005 -0.91499 -2.08721
O -2.18399 -1.41922 0.78760
O -2.18911 -2.73605 6.60506
O -3.37983 -3.14849 1.53997
O 0.03351 1.37373 3.00606
O -0.86149 -0.28451 -1.09591
O 0.75753 1.18246 5.13071
N 2.17642 0.98952 1.20578
N 2.43635 0.25202 -1.44431
N -3.41966 -0.53672 -2.00751
N -1.22553 -0.87269 3.10108
N 0.51394 2.81026 0.46257
N -1.78277 -2.55218 -2.10101
N -0.70164 2.18617 0.58526
N 2.06082 1.53869 -1.24455
N -1.31079 -0.35999 -3.56357
N 1.57972 -0.24161 1.19353
C 1.47775 5.11337 0.81075
C -0.94925 4.34615 1.07064
C 2.35020 2.28691 -2.34180
C -0.72086 -0.44113 4.25452
C 2.08722 3.75049 -2.42997
C 0.82051 -3.03897 1.56954
C -2.86004 -3.44525 -2.47793
C 2.11445 -2.51847 2.17626
C 3.42533 -1.13661 -3.20846
C 2.27600 -1.02306 2.03683
C -0.54990 0.85751 -3.73974
C 3.20254 0.98100 2.06479
C 2.91323 1.45337 -3.27964
C -3.85640 0.74486 -2.54380
C -3.01428 2.86048 1.37641
C -1.57893 3.10961 0.98918
C -4.43271 -1.22459 -1.22018
C 2.19148 -2.91895 3.65316
C 0.13334 0.82542 4.14441
C 4.04556 2.17158 2.36210
C -3.19784 3.29777 2.83668
C 2.39304 -2.22529 -2.90891
C -1.89925 -2.13901 5.43128
C 4.74835 -1.49412 -2.51999
C 0.37286 4.11227 0.76820
C -2.45719 -2.55711 4.22273
C -2.60923 -2.21590 1.69633
C -1.94842 -0.84796 -4.76705
C 2.92831 0.18380 -2.66614
C 3.30160 -0.28185 2.60931
C -3.38511 1.39318 1.26399
C 3.29175 -3.14661 1.40893
C 3.64264 -1.03930 -4.71776
C -1.02058 -1.05892 5.45023
C -3.91909 3.70092 0.46640
C -2.08252 -1.88710 3.08079
C -0.59901 -3.24426 -1.63643
B 1.88306 2.10267 0.18332
H 4.61975 -1.49654 -1.43712
H 1.44323 -2.00747 -3.40354
H -5.20105 -1.65057 -1.87298
H 1.47494 -2.35616 4.25356
H -1.19799 -1.16304 -5.49757
H 2.20597 -2.27517 -1.83692
H 5.09122 -2.48219 -2.83485
H -1.38231 5.28538 1.36495
H -3.68612 -2.89964 -2.92338
H -4.46223 1.26899 1.39367
H -3.69622 4.76334 0.56196
H 3.18613 -2.74100 4.06273
H -3.22871 -3.99463 -1.60605
H -1.18353 1.67594 -4.11018
H -0.09561 1.14833 -2.80002
H 2.26670 4.80363 1.49299
H 0.60280 -2.54132 0.62846
H -0.58641 -0.68892 6.36669
H -3.78655 3.42559 -0.58033
H -4.21116 3.06488 3.16955
H 2.15981 4.07398 -3.46769
H 3.22754 1.72483 -4.27281
H 4.58886 2.51439 1.48310
H 4.24579 -2.76268 1.76915
H 3.21801 -2.92239 0.34358
H 3.28116 -4.23044 1.53946
H 1.09496 4.00700 -2.05816
H 0.17884 -2.52499 -1.41298
H 3.42420 2.98953 2.72533
H 2.75233 -3.19767 -3.25266
H 4.76079 1.91550 3.14140
H -3.01212 1.34044 -2.88245
H 3.96724 -2.00331 -5.11355
H -3.16272 -3.37416 4.14929
H -4.54512 0.60866 -3.38400
H 2.70481 2.95397 0.34960
H 1.07220 6.06106 1.16080
H 4.03402 -0.61497 3.32201
H -0.82728 -3.82535 -0.73834
H -2.81264 -3.45831 6.46272
H -4.92089 -0.51897 -0.54680
H 0.24546 0.69702 -4.46875
H -2.48602 2.78004 3.48079
H 2.72183 -0.75551 -5.23118
H -2.91283 0.81322 2.05996
H -3.11097 0.96700 0.29860
H 2.82227 4.31519 -1.85344
H 4.40924 -0.30266 -4.96123
H 1.97165 -3.98304 3.75925
H -3.03936 4.36961 2.95170
H -0.22330 -3.91756 -2.41257
H 5.52314 -0.76663 -2.76830
H -2.56638 -0.06883 -5.23008
H -4.37692 1.31281 -1.76897
H -3.99640 -2.01108 -0.61520
H -2.49249 -4.16454 -3.21605
H -2.58840 -1.70209 -4.55110
H -4.96600 3.54795 0.73558
H 1.92698 5.27261 -0.16648
H -0.02208 -2.91986 2.24673
H 0.91704 -4.10478 1.35260
*
```



Entry from the Open Molecules 2025 dataset: 25 unconnected molecules or ions with the total composition C9H66NO25 (wB97M-V/def2-TZVPD).

The calculation puts the total energy at -63078.4001 eV. Its highest occupied orbital energy is -2.14 eV.

Geometry as ORCA input:
```
! RIJCOSX wB97M-V def2-TZVPD def2/J DEFGRID3
* xyz -1 1
O 3.99937 3.23400 -19.28752
O 5.14079 11.37913 -25.39006
O -7.64351 2.08927 -22.94591
O -3.96383 -1.18040 -24.29503
O -6.90824 0.91155 -28.35802
O -9.44053 4.92695 -25.62826
O 6.21793 8.91548 -29.78831
O -8.17658 7.38489 -32.53118
O 4.36087 0.80246 -27.38386
O -3.20400 4.08254 -26.05768
O -6.72510 14.25439 -27.30926
O -4.10586 9.31694 -19.89185
O -8.12027 7.38580 -21.78142
O 1.46813 13.15394 -24.20711
O -0.51116 9.20355 -33.72380
O 6.26411 6.09930 -24.87529
O -3.94110 10.89920 -31.69104
O -2.63360 13.79818 -25.59493
O 0.54700 4.86578 -32.67616
O 4.46364 7.80105 -21.35222
O -0.48513 11.17885 -20.56794
O -5.94273 2.97527 -33.67498
O -0.11310 2.09095 -29.12610
O 0.00223 1.16859 -18.82808
O -4.32942 0.94776 -20.34875
N -2.08133 5.03937 -26.15144
C -1.69004 5.90916 -23.70936
C -3.31351 7.32380 -26.05481
C -3.01814 6.03903 -28.24317
C -1.21071 5.01397 -24.99511
C -2.35285 6.35701 -26.87064
C -0.96603 7.03230 -27.23249
C 0.15063 5.69051 -25.49029
C -0.76000 3.63106 -24.45787
C 0.04275 7.06252 -26.03245
H -4.17793 -0.39433 -24.79751
H -2.62277 5.44493 -23.38905
H -1.14659 10.50144 -20.42721
H 4.79601 7.29477 -22.09346
H 0.71794 5.82427 -24.56921
H -8.83565 6.93405 -21.33379
H -2.86368 8.11774 -25.45863
H -1.42967 3.10207 -23.77979
H 0.11120 3.76778 -23.81723
H -1.69825 6.97551 -23.93501
H -4.32154 0.01944 -20.58201
H -3.81338 10.35524 -30.91387
H -0.37165 6.64186 -28.05854
H -3.88180 7.91384 -26.77384
H -1.72777 13.50786 -25.70170
H 2.07073 12.55637 -24.64984
H 4.59240 2.50210 -19.11765
H -7.61839 13.91476 -27.36325
H 5.99089 6.26674 -25.77726
H -6.35011 1.52302 -27.87758
H -0.95304 5.64558 -22.95078
H 4.86564 0.00688 -27.21508
H -0.62782 1.75623 -19.24514
H -2.58272 5.18000 -28.75364
H -4.05389 5.76501 -28.04254
H 0.66920 5.06374 -26.21578
H 7.02596 5.52572 -24.95786
H -0.29646 7.75668 -25.26357
H -3.15100 6.97659 -28.78299
H 5.56227 9.61284 -29.78205
H -0.00642 11.22249 -19.74019
H -1.17901 8.07486 -27.46875
H 1.22018 12.69409 -23.40505
H -3.20716 -0.92823 -23.76578
H 0.11080 9.26933 -34.44843
H 3.52461 7.88246 -21.51900
H 1.02362 7.48990 -26.24068
H -0.53071 3.00805 -25.32239
H 5.42269 11.08943 -24.52239
H -0.83825 2.32062 -28.54502
H 4.84529 1.25158 -28.07659
H -5.80729 2.38024 -32.93753
H -8.32948 7.30366 -22.71186
H -7.84765 8.25683 -32.74974
H 5.90066 11.83771 -25.74858
H -9.80278 5.31172 -26.42636
H 0.85768 1.52770 -19.06362
H -8.76330 4.32547 -25.93780
H -7.06038 2.47939 -23.59706
H -7.51917 6.78509 -32.88373
H -3.61623 10.36365 -32.41486
H 0.66819 2.17455 -28.57946
H -4.29084 8.46806 -20.29360
H -6.25078 13.60142 -26.79461
H -4.11130 6.85468 -25.47898
H 4.43090 3.73726 -19.97797
H -8.31508 2.75464 -22.79590
H -4.93447 1.34712 -20.97378
H -6.23945 2.40992 -34.38813
H 1.44661 5.17734 -32.57691
H -4.95231 9.61392 -19.55785
H 6.82920 9.15454 -29.09158
H -0.57580 8.26495 -33.54748
H -2.71446 13.99388 -24.66145
H 0.38438 4.34709 -31.88829
H -6.30849 0.44722 -28.94194
*
```



For each record above, in turn, the calculated frontier orbital gap values are 8.63 3.49 eV.
For each record above, in turn, the calculated energy above the lowest of the compared OMol25 structures with the same formula, charge and spin values are 1.9 155.5 kcal per mole.